# 1
The following is a quantum chemistry calculation of a single C5H8O2 molecule, from the OMol25 dataset.

Structure (ORCA input):
```
! wB97M-V def2-TZVPD RIJCOSX def2/J DEFGRID3
* xyz 0 1
O -1.560 -0.205 2.284
C -1.240 0.683 1.231
C -0.116 0.081 0.444
O -0.384 -1.136 -0.250
C 0.947 -0.925 -0.754
C 0.774 -0.163 -2.015
C 0.738 0.608 -0.701
H -1.602 -1.092 1.899
H -2.114 0.925 0.615
H -0.857 1.602 1.685
H 0.666 -0.255 1.212
H 1.633 -1.150 0.098
H -0.103 -0.351 -2.638
H 1.656 0.092 -2.602
H 1.561 1.287 -0.509
*
```

Electronic energy, eV: -9405.292
Relative energy (zero: lowest compared OMol25 entry of this formula, charge and spin), kJ/mol: 438.0
Highest occupied orbital energy, eV: -9.12
Kohn-Sham gap, eV: 10.147



# 2
The following is a quantum chemistry calculation of 3 unconnected molecules or ions with the total composition C5H11P, from the OMol25 dataset.

Structure (ORCA input):
```
! wB97M-V def2-TZVPD RIJCOSX def2/J DEFGRID3
* xyz 0 1
C -3.272 0.411 -0.500
C 0.759 0.904 -0.949
C 1.649 -1.233 0.002
C 1.366 0.735 1.534
C 1.413 0.327 0.282
P -2.514 -0.279 0.860
H -3.710 1.318 -0.123
H -3.165 0.049 -1.528
H -0.015 0.131 -1.135
H 0.595 1.910 -1.133
H 1.452 0.721 -1.778
H 0.642 -1.658 0.464
H 1.791 -1.438 -1.111
H 2.432 -1.682 0.529
H 1.965 0.256 2.358
H 0.849 1.569 1.929
H -2.238 -2.041 0.299
*
```

Electronic energy, eV: -14647.467
Relative energy (zero: lowest compared OMol25 entry of this formula, charge and spin), kJ/mol: 372.0
Highest occupied orbital energy, eV: -9.08
Kohn-Sham gap, eV: 8.869



# 3
The following is a quantum chemistry calculation of a molecular structure, CH4NOPS, from the OMol25 dataset.

Structure (ORCA input):
```
! wB97M-V def2-TZVPD RIJCOSX def2/J DEFGRID3
* xyz 0 1
C -0.784 -0.623 -0.230
N 1.373 0.615 0.550
O 0.023 -0.314 -1.371
P -0.097 0.214 1.341
S 1.003 1.139 -1.102
H -1.785 -0.059 -0.407
H -0.893 -1.792 -0.116
H 1.988 -0.597 0.357
H -0.829 1.418 0.978
*
```

Electronic energy, eV: -24760.145
Relative energy (zero: lowest compared OMol25 entry of this formula, charge and spin), kJ/mol: 226.8
Highest occupied orbital energy, eV: -8.88
Kohn-Sham gap, eV: 8.922



# 4
The following is a quantum chemistry calculation of 2 unconnected molecules or ions with the total composition C8H8F8NO3P, from the OMol25 dataset.

Structure (ORCA input):
```
! wB97M-V def2-TZVPD RIJCOSX def2/J DEFGRID3
* xyz 0 1
O -1.233 -0.233 -3.266
C -1.595 -1.321 -3.290
F -2.155 -1.812 -4.425
N -1.452 -2.202 -2.160
C -2.731 -2.626 -1.613
O -3.154 -3.687 -1.927
P -3.767 -1.653 -0.410
C -3.064 0.064 -0.112
F -3.993 0.718 0.668
F -2.975 0.822 -1.253
C -1.727 0.097 0.697
F -0.851 -0.862 0.335
F -1.984 -0.112 2.013
C -0.992 1.481 0.585
F -0.413 1.645 -0.607
F 0.012 1.514 1.478
F -1.818 2.501 0.802
H -1.023 -3.058 -2.537
H -5.010 -1.398 -1.063
C 3.374 1.335 0.513
C 4.147 0.435 1.445
O 4.449 -0.693 1.127
C 4.528 1.001 2.791
H 3.168 0.801 -0.414
H 2.427 1.619 0.972
H 3.962 2.225 0.283
H 3.629 1.273 3.349
H 5.165 1.878 2.660
H 5.077 0.249 3.356
*
```

Electronic energy, eV: -47085.921
Relative energy (zero: lowest compared OMol25 entry of this formula, charge and spin), kJ/mol: 30.7
Highest occupied orbital energy, eV: -9.58
Kohn-Sham gap, eV: 9.364



# 5
The following is a quantum chemistry calculation of a molecular structure, C46H52BaFN6O3S3Sb, from the OMol25 dataset.

Structure (ORCA input):
```
! wB97M-V def2-TZVPD RIJCOSX def2/J DEFGRID3
* xyz 0 1
Ba -0.163 1.146 -0.840
C 5.318 2.732 -3.363
C 4.228 2.388 -2.376
N 4.367 1.614 -1.371
O 5.623 1.053 -1.144
C 2.897 2.996 -2.607
C 2.787 4.208 -3.485
N 1.878 2.470 -2.015
O 0.684 2.990 -2.276
H 5.958 1.878 -3.600
H 5.955 3.540 -2.999
H 4.887 3.058 -4.304
H 6.248 1.429 -1.771
H 3.557 4.944 -3.246
H 1.805 4.653 -3.335
H 2.880 3.976 -4.548
N -1.949 -0.651 -1.874
S -2.475 -1.026 -0.564
N -1.695 -0.305 0.813
S -1.383 -0.097 2.303
N 0.069 0.045 2.831
S 1.517 0.146 1.928
N 1.492 -0.277 0.543
C 2.077 1.783 2.342
C 1.837 2.418 3.551
C 2.291 3.709 3.721
C 2.964 4.361 2.689
C 3.179 3.722 1.485
C 2.731 2.416 1.304
C 2.473 -0.936 3.012
C 2.883 -0.639 4.301
C 3.604 -1.581 5.015
C 3.915 -2.810 4.446
C 3.513 -3.091 3.153
C 2.795 -2.152 2.427
C -1.837 -1.595 3.189
C -0.939 -2.640 3.006
C -1.116 -3.814 3.709
C -2.178 -3.947 4.596
C -3.067 -2.903 4.766
C -2.897 -1.711 4.064
C -2.419 1.170 2.985
C -3.790 1.063 2.829
C -4.609 2.015 3.418
C -4.048 3.045 4.152
C -2.670 3.137 4.296
C -1.841 2.195 3.711
C -2.392 -2.735 -0.073
C -1.304 -3.417 -0.600
C -1.097 -4.734 -0.224
C -1.974 -5.354 0.652
C -3.051 -4.655 1.175
C -3.257 -3.331 0.827
C -4.180 -0.527 -0.400
C -5.216 -1.365 -0.780
C -6.498 -0.847 -0.877
C -6.733 0.494 -0.621
C -5.682 1.335 -0.284
C -4.398 0.830 -0.182
H 1.280 1.925 4.336
H 2.110 4.226 4.655
H 3.313 5.375 2.834
H 3.684 4.229 0.674
H 2.890 1.902 0.364
H 2.660 0.315 4.755
H 3.930 -1.349 6.020
H 4.486 -3.536 5.008
H 3.768 -4.039 2.697
H 2.498 -2.326 1.401
H -0.103 -2.531 2.329
H -0.414 -4.624 3.572
H -2.299 -4.860 5.163
H -3.892 -2.994 5.459
H -3.588 -0.898 4.235
H -4.220 0.250 2.260
H -5.682 1.944 3.303
H -4.686 3.787 4.614
H -2.237 3.951 4.860
H -0.768 2.265 3.770
H -0.644 -2.919 -1.297
H -0.255 -5.278 -0.628
H -1.816 -6.387 0.930
H -3.728 -5.136 1.868
H -4.084 -2.777 1.254
H -5.031 -2.406 -1.008
H -7.314 -1.494 -1.171
H -7.736 0.890 -0.701
H -5.856 2.388 -0.111
H -3.571 1.482 0.068
F -0.587 2.340 1.204
C 3.275 -3.018 -4.806
C 2.792 -1.785 -4.090
C 3.653 -0.550 -4.140
O 1.752 -1.780 -3.473
H 3.639 -2.780 -5.805
H 2.470 -3.746 -4.859
H 4.114 -3.447 -4.256
H 3.889 -0.284 -5.172
H 4.598 -0.736 -3.629
H 3.131 0.266 -3.641
C -1.953 1.796 -4.886
Sb -0.125 0.749 -4.424
C 0.962 1.884 -5.893
C -0.570 -0.865 -5.774
H -2.007 1.974 -5.960
H -1.983 2.750 -4.362
H -2.807 1.201 -4.569
H 0.615 1.624 -6.892
H 2.035 1.713 -5.832
H 0.785 2.944 -5.717
H -1.167 -0.504 -6.608
H -1.115 -1.647 -5.255
H 0.356 -1.294 -6.151
*
```

Electronic energy, eV: -106073.514
Relative energy (zero: lowest compared OMol25 entry of this formula, charge and spin), kJ/mol: 208.1
Highest occupied orbital energy, eV: -6.80
Kohn-Sham gap, eV: 6.996



# 6
The following is a quantum chemistry calculation of a single C6H9N molecule, from the OMol25 dataset.

Structure (ORCA input):
```
! wB97M-V def2-TZVPD RIJCOSX def2/J DEFGRID3
* xyz 0 1
C -1.662 0.454 -0.755
C -0.231 0.080 -0.390
C 0.610 0.929 0.610
C 1.272 -0.393 1.064
C 0.009 -1.119 0.566
C 0.593 -0.084 -1.601
N 1.281 -0.161 -2.528
H -2.116 -0.348 -1.346
H -1.698 1.371 -1.351
H -2.264 0.596 0.149
H -0.049 1.344 1.384
H 1.240 1.721 0.197
H 2.130 -0.646 0.432
H 1.565 -0.506 2.108
H 0.090 -2.112 0.123
H -0.769 -1.127 1.339
*
```

Electronic energy, eV: -7857.160
Relative energy (zero: lowest compared OMol25 entry of this formula, charge and spin), kJ/mol: 96.5
Highest occupied orbital energy, eV: -11.08
Kohn-Sham gap, eV: 11.941



# 7
The following is a quantum chemistry calculation of 2 unconnected molecules or ions with the total composition C4H9BN2O2, from the OMol25 dataset.

Structure (ORCA input):
```
! wB97M-V def2-TZVPD RIJCOSX def2/J DEFGRID3
* xyz 0 1
B -0.251 -1.484 -0.422
C -1.218 1.933 0.990
C -1.723 0.663 0.431
C -0.418 -0.031 0.113
C 2.010 0.587 0.384
N 0.079 2.003 1.193
N 0.602 0.745 0.772
O 0.945 -2.158 -0.404
O -1.368 -2.174 -0.827
H -1.890 2.681 1.360
H -2.329 -0.047 1.149
H -2.537 0.757 -0.277
H -0.051 0.431 -1.565
H 2.198 1.188 -0.414
H 2.601 0.979 1.279
H 2.236 -0.498 0.173
H 1.537 -2.633 -1.083
H -1.146 -3.005 -1.206
*
```

Electronic energy, eV: -12044.191
Relative energy (zero: lowest compared OMol25 entry of this formula, charge and spin), kJ/mol: 328.5
Highest occupied orbital energy, eV: -7.73
Kohn-Sham gap, eV: 7.955



# 8
The following is a quantum chemistry calculation of a single C5H6O2 molecule, from the OMol25 dataset.

Structure (ORCA input):
```
! wB97M-V def2-TZVPD RIJCOSX def2/J DEFGRID3
* xyz 0 1
C 1.738 -0.086 -0.435
C 0.464 0.109 0.351
O -0.205 1.364 0.069
C -1.447 0.688 -0.163
C -0.802 -0.681 -0.024
O -1.616 -0.891 1.158
C -2.181 0.319 1.173
H 2.432 0.728 -0.204
H 1.570 -0.103 -1.515
H 2.208 -1.029 -0.131
H -2.040 1.087 -0.988
H -0.784 -1.525 -0.716
H 0.664 0.020 1.425
*
```

Electronic energy, eV: -9372.343
Relative energy (zero: lowest compared OMol25 entry of this formula, charge and spin), kJ/mol: 458.6
Highest occupied orbital energy, eV: -8.72
Kohn-Sham gap, eV: 9.195